(1)
C18H22N2O4S in the gas phase in a non-equilibrium geometry. Source: OMol25; level of theory: ωB97M-V/def2-TZVPD.

```
47
C18H22N2O4S ωB97M-V/def2-TZVPD
S 0.787 0.505 1.321
O -4.148 2.389 0.735
O -2.850 -2.346 1.170
O 0.106 1.758 1.102
O 0.757 -0.057 2.639
N -2.254 -0.197 1.502
N 0.201 -0.641 0.287
C 5.090 0.822 -0.132
C -0.544 -1.777 0.777
C -4.663 0.635 -0.529
C 4.651 -0.300 0.567
C -4.162 1.041 0.674
C -4.646 2.847 -0.424
C 4.196 1.859 -0.373
C -2.005 -1.472 1.158
C 2.887 1.780 0.072
C -0.495 -2.884 -0.276
C 2.475 0.659 0.763
C -1.213 -0.901 -1.697
C 3.346 -0.385 1.014
C 0.043 -0.274 -1.105
C -1.172 -2.429 -1.579
C 6.513 0.914 -0.590
C -4.981 1.815 -1.244
C -3.596 0.260 1.814
H -0.049 -2.099 1.701
H 6.864 -0.048 -0.958
H -0.008 0.817 -1.157
H -4.716 3.910 -0.543
H 5.340 -1.109 0.761
H -4.196 -0.636 1.994
H 4.526 2.735 -0.911
H 6.624 1.656 -1.376
H 0.552 -3.132 -0.459
H -1.302 -0.606 -2.743
H -0.998 -3.763 0.122
H -3.567 0.885 2.709
H 2.989 -1.240 1.566
H 2.180 2.577 -0.097
H -2.193 -2.808 -1.610
H -4.797 -0.377 -0.853
H 7.150 1.204 0.245
H 0.928 -0.606 -1.667
H -2.084 -0.511 -1.168
H -5.402 1.881 -2.226
H -1.530 0.506 1.455
H -0.633 -2.851 -2.429
```

Values from the calculation:
Highest occupied orbital energy   -8.48 eV
ΔE to the lowest compared entry with this formula, charge and spin   138.06 kJ/mol
SMILES string   Cc1ccc(S(=O)(=O)N2CCCC[C@@H]2C(=O)NCc2ccco2)cc1
Total charge   0
LUMO   0.6 eV

(2)
C18H22N2O4S2 in the gas phase in a non-equilibrium geometry. Source: OMol25; level of theory: ωB97M-V/def2-TZVPD.

```
48
C18H22N2O4S2 ωB97M-V/def2-TZVPD
S 4.427 -1.227 -0.138
S -1.810 -2.202 0.191
O 4.899 -1.635 -1.426
O -2.322 -2.430 -1.130
O 5.036 -1.760 1.043
O -2.124 -3.121 1.242
N 4.576 0.417 -0.063
N -2.216 -0.676 0.736
C -0.033 -2.010 0.081
C -7.018 0.398 -0.106
C 2.074 -1.794 1.180
C -2.736 0.297 -0.212
C -4.241 0.355 -0.201
C -4.905 1.383 0.455
C 4.355 1.074 1.202
C 2.662 -1.589 -0.055
C -6.289 1.407 0.500
C 4.257 1.198 -1.232
C 1.926 -1.621 -1.225
C 0.557 -1.831 -1.156
C -4.979 -0.657 -0.803
C 0.706 -2.008 1.249
C 2.658 2.560 0.125
C 2.842 1.779 -1.175
C 2.942 1.648 1.318
C -6.361 -0.634 -0.755
H 2.687 2.431 -2.036
H 4.557 0.335 1.977
H 2.856 2.206 2.251
H -4.459 -1.462 -1.300
H 2.211 0.837 1.336
H 5.088 1.884 1.294
H 1.642 2.954 0.186
H 2.697 -1.798 2.059
H -6.928 -1.422 -1.228
H 4.392 0.543 -2.092
H -2.374 -0.017 -1.193
H -2.738 -0.726 1.598
H -8.098 0.417 -0.071
H 4.985 2.016 -1.300
H 2.437 -1.498 -2.167
H 3.351 3.405 0.142
H -0.060 -1.872 -2.039
H 2.108 0.972 -1.220
H -2.309 1.276 0.033
H -4.337 2.171 0.929
H -6.796 2.213 1.009
H 0.202 -2.184 2.185
```

Values from the calculation:
Highest occupied orbital energy   -9.41 eV
ΔE to the lowest compared entry with this formula, charge and spin   64.85 kJ/mol
SMILES string   O=S(=O)(NCc1ccccc1)c1ccc(S(=O)(=O)N2CCCCC2)cc1
Total charge   0
LUMO   0.0 eV

(3)
C18H22N2O4S2 in the gas phase in a non-equilibrium geometry. Source: OMol25; level of theory: ωB97M-V/def2-TZVPD.

```
48
C18H22N2O4S2 ωB97M-V/def2-TZVPD
S 1.789 1.592 -0.636
S -0.331 -2.970 1.502
O 2.530 1.191 -1.796
O 0.200 -4.194 0.981
O -0.598 -2.859 2.906
O 2.507 1.754 0.600
N 0.738 -1.767 1.114
N 0.480 0.549 -0.499
C 1.343 4.303 -0.389
C -0.200 5.515 -1.768
C -0.550 4.342 -2.421
C 0.047 3.146 -2.059
C -3.195 -2.793 -1.349
C 1.331 -1.777 -0.209
C -2.031 -3.097 -0.661
C 0.981 3.140 -1.041
C 0.745 5.498 -0.755
C 0.636 -0.751 -1.123
C -4.172 -2.017 -0.745
C -3.997 -1.554 0.550
C 0.543 -0.473 1.720
C -0.218 0.471 0.779
C -0.425 1.839 1.411
C -2.834 -1.856 1.239
C -1.860 -2.617 0.622
C 2.839 -1.543 -0.116
H -0.665 6.447 -2.054
H -5.079 -1.783 -1.281
H -0.364 -1.105 -1.399
H 2.084 4.253 0.393
H -0.003 -0.642 2.648
H -1.282 4.362 -3.214
H -1.023 1.726 2.312
H -1.262 -3.718 -1.094
H -0.946 2.503 0.725
H -4.767 -0.963 1.023
H 1.229 -0.598 -2.024
H 1.517 -0.030 1.951
H -3.342 -3.166 -2.352
H 1.018 6.414 -0.254
H 1.156 -2.784 -0.599
H -0.197 2.218 -2.549
H 3.292 -1.670 -1.096
H 0.531 2.279 1.678
H 3.060 -0.539 0.232
H -1.201 0.032 0.550
H -2.673 -1.529 2.255
H 3.271 -2.262 0.575
```

Values from the calculation:
Highest occupied orbital energy   -8.94 eV
ΔE to the lowest compared entry with this formula, charge and spin   72.94 kJ/mol
SMILES string   C[C@@H]1CN(S(=O)(=O)c2ccccc2)[C@H](C)CN1S(=O)(=O)c1ccccc1
Total charge   0
LUMO   0.4 eV

(4)
2 unconnected molecules or ions with the total composition C18H22N3O5 in a non-equilibrium geometry. Source: OMol25; level of theory: ωB97M-V/def2-TZVPD.

```
48
C18H22N3O5 ωB97M-V/def2-TZVPD
O -0.742 1.197 8.343
O 2.982 1.737 9.647
O -1.250 1.326 2.820
O -2.370 0.531 6.905
O 1.482 1.294 2.764
N 4.991 1.201 8.703
N 1.752 0.267 7.902
N 2.981 0.292 7.910
C 2.598 -0.743 2.713
C 3.607 1.125 8.808
C 0.093 -0.566 2.764
C 1.094 -0.587 7.042
C -3.091 1.525 7.577
C -4.527 1.603 7.112
C -0.225 -0.493 6.805
C 5.410 2.482 10.724
C -1.106 0.487 7.424
C 1.351 0.081 2.751
C 5.876 1.850 9.578
C 1.894 -1.639 6.382
C -2.417 -0.684 2.792
C 7.642 3.024 11.368
C 6.285 3.058 11.616
C -1.150 0.111 2.795
C 8.121 2.414 10.227
C 7.248 1.829 9.340
H 7.616 1.345 8.454
H 1.304 -2.190 5.648
H 5.390 0.677 7.931
H -4.574 1.809 6.043
H -5.037 0.654 7.280
H 2.749 -1.195 5.874
H -3.018 1.294 8.649
H 0.082 -1.639 2.735
H -3.011 -0.429 1.913
H -2.549 2.469 7.414
H 2.389 -1.811 2.759
H -3.004 -0.443 3.679
H 5.915 3.527 12.513
H 8.330 3.470 12.068
H 3.149 -0.540 1.795
H -0.684 -1.167 6.106
H 4.347 2.502 10.888
H 9.182 2.387 10.037
H -2.231 -1.758 2.781
H 2.266 -2.343 7.125
H -5.077 2.384 7.637
H 3.239 -0.479 3.555
```

Values from the calculation:
Highest occupied orbital energy   -3.40 eV
Total charge   -1
LUMO   1.0 eV

(5)
C18H22N4O3 in the gas phase. Source: OMol25; level of theory: ωB97M-V/def2-TZVPD.

```
47
C18H22N4O3 ωB97M-V/def2-TZVPD
O 0.958 1.834 2.434
O 1.005 -1.550 0.246
O 2.107 2.099 -2.427
N 1.253 -0.396 2.638
N 0.756 -0.076 -1.424
N 0.155 -1.038 -2.244
N 0.626 -0.480 3.886
C -2.334 0.859 -4.195
C -1.808 -1.741 -3.421
C -1.355 -1.531 2.921
C 1.198 -0.425 -0.216
C 1.302 0.771 1.962
C -2.671 -1.933 3.065
C -0.979 -0.710 -2.977
C -2.880 -1.468 -4.245
C -2.755 -0.935 5.237
C -3.376 -1.642 4.219
C -1.252 0.599 -3.374
C -3.151 -0.167 -4.637
C 1.962 0.635 0.571
C 4.133 1.258 -1.373
C 2.952 2.221 -1.284
C -1.445 -0.524 5.102
C -0.730 -0.821 3.942
C 2.081 2.037 -0.032
H -1.600 -2.756 -3.113
H -3.514 -2.277 -4.579
H -3.298 -0.697 6.140
H 3.340 3.251 -1.267
H -0.963 0.032 5.892
H 1.337 -1.268 2.119
H 2.644 2.124 -3.227
H 4.741 1.331 -0.476
H 3.787 0.233 -1.491
H -2.538 1.878 -4.492
H -3.148 -2.478 2.264
H 2.957 0.218 0.762
H -0.824 -1.765 2.011
H 1.083 2.421 -0.256
H 0.853 0.341 4.439
H -3.993 0.045 -5.278
H -4.403 -1.959 4.325
H 0.112 -1.922 -1.743
H 4.759 1.510 -2.228
H 2.484 2.672 0.759
H -0.628 1.414 -3.042
H 1.060 0.776 -1.894
```

Values from the calculation:
Highest occupied orbital energy   -7.93 eV
ΔE to the lowest compared entry with this formula, charge and spin   239.34 kJ/mol
SMILES string   C[C@@H](O)CC(C(=O)NNc1ccccc1)C(=O)NNc1ccccc1
Total charge   0
LUMO   0.4 eV

(6)
A molecular structure, C18H22N4O3S in a non-equilibrium geometry. Source: OMol25; level of theory: ωB97M-V/def2-TZVPD.

```
48
C18H22N4O3S ωB97M-V/def2-TZVPD
S 0.105 2.273 -1.263
O -1.085 0.193 -2.202
O -1.251 -3.949 -1.800
O -1.581 -1.597 2.012
N -0.131 2.159 1.254
N -1.091 0.319 0.201
N -1.520 -2.641 -0.134
N 0.911 3.251 1.141
C -1.364 -0.294 -1.220
C -0.409 1.566 0.148
C 1.100 6.923 -1.213
C -1.315 -5.941 0.574
C -1.641 -4.717 2.755
C -0.477 -6.650 1.728
C -0.965 -3.788 -0.702
C -2.295 -1.521 -0.620
C -1.096 -5.905 2.785
C 4.045 5.246 -1.990
C -0.603 -4.727 0.386
C -1.486 -2.501 1.343
C 1.621 4.660 -0.473
C -2.408 -5.278 1.464
C -0.640 -3.854 1.911
C 0.797 5.377 -1.484
C 1.039 3.490 -0.113
C 2.990 4.091 -1.472
H 4.395 5.654 -0.887
H -0.290 5.107 -1.393
H -3.047 -4.629 0.937
H 0.294 -3.586 2.352
H -3.286 -6.109 1.725
H 0.411 7.490 -1.682
H 3.562 3.440 -0.653
H -0.484 -6.225 3.902
H -1.401 -0.112 0.855
H 3.742 5.905 -2.679
H -3.133 -1.242 -0.178
H -1.550 -6.510 -0.251
H -2.409 -1.949 -1.741
H 2.098 7.234 -1.262
H 4.894 4.844 -2.269
H 0.734 7.068 -0.080
H 2.595 3.653 -2.386
H 0.705 -4.836 0.095
H -2.227 -4.278 3.247
H -0.176 -7.464 1.698
H 2.319 5.069 0.172
H 1.004 5.291 -2.537
```

Values from the calculation:
Highest occupied orbital energy   -8.41 eV
ΔE to the lowest compared entry with this formula, charge and spin   1856.56 kJ/mol
Total charge   0
LUMO   0.4 eV

(7)
A molecular structure, C18H22N5NiO2S2. Source: OMol25; level of theory: ωB97M-V/def2-TZVPD.

```
50
C18H22N5NiO2S2 ωB97M-V/def2-TZVPD
Ni -0.577 0.048 -0.205
S -0.216 -2.346 0.727
S 2.794 -0.409 -1.200
O 2.752 -0.440 -2.632
O 3.248 0.807 -0.573
N 0.368 1.953 -0.551
N -1.294 0.176 -2.170
N 1.301 -0.753 -0.586
N -1.075 1.142 1.510
N -2.746 -0.092 0.093
C 3.541 -1.870 -0.539
C -0.864 3.047 2.875
C 1.257 -1.900 0.056
C 2.555 -2.607 0.105
C 4.175 -4.270 0.607
C -2.474 1.333 3.398
C -0.042 2.318 -1.923
C -1.358 1.652 -2.318
C -2.620 -0.492 -2.291
C -0.550 2.339 1.720
C -2.100 0.687 2.238
C -3.110 -1.052 -0.945
C -1.796 2.501 3.742
C 2.862 -3.822 0.688
C 0.214 2.925 0.544
C -2.876 -0.411 1.527
C 4.845 -2.300 -0.635
C 5.151 -3.522 -0.043
H 6.164 -3.897 -0.090
H -3.912 -0.423 1.873
H 1.349 1.689 -0.570
H -0.135 3.399 -2.046
H -2.554 -1.304 -3.012
H -0.360 3.789 0.198
H -0.657 -0.199 -2.865
H -0.421 4.014 3.071
H -3.345 0.225 -2.686
H -2.158 2.012 -1.666
H -2.602 -1.990 -0.720
H 5.600 -1.717 -1.145
H 4.444 -5.217 1.055
H -4.185 -1.250 -1.001
H 0.747 1.987 -2.602
H 1.189 3.303 0.857
H -3.296 0.968 3.998
H -3.202 0.799 -0.079
H 2.097 -4.397 1.192
H -2.056 3.026 4.652
H -1.626 1.938 -3.340
H -2.445 -1.396 1.705
```

Values from the calculation:
Highest occupied orbital energy (spin up / spin down)   -11.61 / -11.57 eV
ΔE to the lowest compared entry with this formula, charge and spin   1.97 kJ/mol
2S+1   3
Total charge   +1
LUMO (spin up / spin down)   -2.9 / -2.9 eV

(8)
A molecular structure, C18H22N6O7W. Source: OMol25; level of theory: ωB97M-V/def2-TZVPD.

```
54
C18H22N6O7W ωB97M-V/def2-TZVPD
W 0.222 -0.166 0.012
O -1.056 3.541 -0.371
O 0.353 -0.626 1.852
O -1.929 -0.513 0.282
O -0.233 1.765 0.677
O -1.573 1.366 -3.474
O -0.349 0.692 -1.737
O 2.821 -1.632 0.336
N -1.935 -5.760 -0.575
N 4.489 -0.420 -0.584
N 0.226 -2.029 -0.895
N 0.108 -4.452 -1.119
N 1.869 2.634 -1.056
N 2.274 0.443 -0.408
C -4.063 -0.014 1.040
C -2.788 -0.529 -0.908
C -1.205 2.429 0.088
C 2.691 1.611 -0.936
C -0.978 -1.318 3.741
C -2.654 0.561 0.983
C 4.890 0.727 -1.179
C -1.475 1.064 -2.314
C 0.955 -2.684 2.892
C 3.167 -0.595 -0.185
C -4.148 -0.809 -0.288
C -2.682 0.928 -1.391
C 5.397 -1.539 -0.348
C 4.047 1.755 -1.377
C 0.135 -3.199 -0.971
C -0.197 -1.768 2.521
C -2.541 1.697 -0.029
C -1.000 -5.126 -0.816
H -4.177 -0.670 1.901
H -2.155 0.745 1.928
H 4.376 2.673 -1.836
H 5.929 0.771 -1.474
H 0.936 2.639 -0.658
H 2.194 3.480 -1.489
H -4.956 -0.480 -0.938
H -1.856 -0.733 3.469
H -0.342 -0.712 4.389
H -3.338 2.431 0.076
H -3.571 1.232 -1.938
H 5.420 -1.776 0.713
H -0.869 -2.295 1.832
H 5.055 -2.416 -0.891
H -2.403 -1.278 -1.594
H -1.321 -2.186 4.305
H -4.268 -1.875 -0.103
H 0.581 -3.584 3.383
H -4.805 0.779 1.114
H 6.390 -1.254 -0.686
H 1.631 -2.169 3.577
H 1.514 -2.972 2.004
```

Values from the calculation:
Highest occupied orbital energy (spin up / spin down)   -7.59 / -9.09 eV
ΔE to the lowest compared entry with this formula, charge and spin   0.00 kJ/mol
2S+1   3
Total charge   0
LUMO (spin up / spin down)   -0.4 / -0.4 eV

(9)
2 unconnected molecules or ions with the total composition C18H22NO3 in a non-equilibrium geometry. Source: OMol25; level of theory: ωB97M-V/def2-TZVPD.

```
44
C18H22NO3 ωB97M-V/def2-TZVPD
O -4.670 2.690 -0.780
O -1.026 -5.127 2.811
O 5.438 1.670 -0.756
N -0.689 -2.739 1.887
C -3.460 2.082 -0.649
C 4.142 1.300 -0.917
C 2.562 -0.512 -0.642
C 3.859 -0.065 -0.664
C 1.456 0.364 -0.891
C -5.660 1.628 -1.086
C 0.200 -4.525 3.199
C 0.130 -0.131 -0.761
C -2.321 -0.040 -0.879
C 1.783 1.688 -1.315
C -3.497 0.680 -0.855
C -1.070 0.619 -0.668
C 0.504 -3.541 2.093
C -2.255 2.750 -0.372
C -4.921 0.284 -1.089
C 3.083 2.166 -1.297
C -1.096 2.015 -0.328
C 5.793 3.059 -0.879
H 5.281 3.670 -0.121
H -0.477 -1.838 1.469
H -2.352 -1.110 -1.087
H -5.301 -0.359 -0.285
H 0.660 -4.099 1.163
H -6.102 1.849 -2.066
H -1.133 -5.941 3.329
H 5.567 3.434 -1.886
H -6.439 1.675 -0.316
H 2.358 -1.560 -0.418
H -5.038 -0.247 -2.041
H 6.870 3.068 -0.705
H 0.043 -3.964 4.132
H 4.704 -0.724 -0.475
H 0.028 -1.218 -0.770
H -1.186 -2.614 2.770
H -0.168 2.504 -0.034
H 1.398 -2.944 2.330
H 0.997 -5.275 3.280
H 3.293 3.205 -1.560
H 0.996 2.353 -1.665
H -2.284 3.821 -0.203
```

Values from the calculation:
Highest occupied orbital energy   -11.39 eV
ΔE to the lowest compared entry with this formula, charge and spin   156.68 kJ/mol
Total charge   +1
LUMO   -5.2 eV

(10)
A molecular structure, C18H23BCoN8O3S2 in a non-equilibrium geometry. Source: OMol25; level of theory: ωB97M-V/def2-TZVPD.

```
56
C18H23BCoN8O3S2 ωB97M-V/def2-TZVPD
Co -0.615 0.898 -1.086
S 1.582 3.265 -1.749
S 2.224 -0.257 0.970
O 1.119 1.815 -1.567
O 3.196 -0.671 -0.029
O 2.416 1.039 1.556
N -2.601 2.540 -2.334
N 0.744 -0.397 0.410
N -0.583 -1.255 -1.222
N -1.644 1.610 -2.643
N 0.613 -2.829 0.049
N 1.876 -4.804 4.918
N -2.921 2.099 0.108
N -2.066 1.000 0.464
C -0.996 -3.513 -1.608
C 1.321 -2.461 4.349
C 0.009 -3.777 -0.632
C 2.348 3.631 -0.229
C 3.106 -2.691 2.074
C -3.218 2.925 -3.427
C -4.094 0.678 1.331
C 2.139 -3.586 4.128
C 3.023 -3.737 2.985
C 3.030 2.973 -2.759
C -4.095 1.832 0.658
C -2.727 2.111 -4.458
C 2.297 -1.593 2.352
C 0.322 -1.546 -0.259
C -1.763 1.278 -3.924
C 1.458 -1.417 3.391
C -2.759 0.166 1.216
C -1.314 -2.214 -1.846
B -2.491 3.109 -0.878
H 0.642 -2.358 5.240
H 0.134 -4.788 -0.333
H -3.914 3.788 -3.432
H -1.585 -4.297 -2.014
H 2.845 4.667 -0.337
H -2.392 -0.866 1.522
H 3.562 -2.959 1.118
H -2.283 -1.977 -2.302
H 1.421 -4.527 5.820
H -3.206 4.106 -0.785
H 0.803 -0.647 3.753
H -1.330 0.415 -4.361
H 3.825 2.448 -2.167
H 2.604 2.408 -3.582
H -4.940 2.571 0.701
H 2.654 -5.476 5.056
H -5.017 0.275 1.730
H 1.583 3.766 0.464
H -3.083 2.024 -5.518
H 3.349 3.928 -3.176
H -1.303 3.195 -0.614
H 3.059 2.779 0.045
H 3.634 -4.695 2.861
```

Values from the calculation:
Highest occupied orbital energy (spin up / spin down)   -10.17 / -10.12 eV
ΔE to the lowest compared entry with this formula, charge and spin   319.15 kJ/mol
2S+1   5
Total charge   +1
LUMO (spin up / spin down)   -2.8 / -6.9 eV